# 1
138
Properties=species:S:1:pos:R:3:mulliken_charge:R:1 method="wB97M-V/def2-TZVPD" e_tot_ev=-116264.42321 lumo_energy_ha=-0.225 total_charge=+1 gap_ev=4.29 spin_multiplicity=1 fmax_ev_per_a=8.61
C 2.937 -2.061 0.343 -0.7528
C 1.698 -1.180 0.429 -0.2300
C 1.084 -0.756 -1.029 -0.2808
C -0.504 -0.226 -1.029 0.8881
O -0.796 -0.366 0.398 -0.5430
C -1.301 -1.367 -1.943 0.2430
C -1.221 -2.854 -1.359 -0.0748
C -1.580 -3.349 0.132 -0.0278
C -3.049 -3.667 0.805 -0.2304
C -3.347 -4.231 2.314 -0.7905
C -2.110 -4.561 3.336 0.4754
C -2.264 -5.089 4.896 -1.0156
C -0.607 -4.342 2.725 -0.7455
C -0.337 -3.764 1.179 -0.2249
N -2.574 -0.877 -2.665 0.1444
I -2.128 -0.098 -4.607 0.4345
C -3.417 -1.976 -3.252 0.7924
F -4.190 -2.816 -2.274 -0.1928
F -4.562 -1.481 -4.117 -0.3068
C -2.801 -3.023 -4.322 0.4299
F -3.381 -2.966 -5.720 -0.2532
F -3.293 -4.408 -3.914 -0.2641
F -1.368 -3.251 -4.450 -0.0351
C -3.252 0.270 -1.967 -2.0588
N -4.467 0.894 -2.507 0.0333
I -4.201 -0.458 -0.039 0.3941
C -2.281 1.620 -1.676 1.8688
S -2.875 2.942 -2.940 -0.2234
C -2.961 2.440 -0.376 -0.6718
C -2.802 4.046 -0.310 -0.6694
O -2.546 4.392 1.134 -0.3030
C -3.230 5.641 1.496 -0.3402
C -2.505 6.893 0.720 -0.6142
C -0.689 1.354 -1.581 1.0633
C 0.317 1.569 -2.816 0.5249
C 0.161 2.660 -3.975 -0.6369
O 0.975 3.745 -4.108 -0.4991
C 0.095 2.226 -0.373 -0.5686
C 0.537 3.748 -0.772 -0.5011
C 2.193 3.985 -0.794 -0.3574
Cl 2.850 3.765 0.964 -0.2675
H 3.167 -2.677 -0.651 0.1601
H 3.722 -2.109 1.219 0.2626
H 1.443 -0.817 1.495 0.2692
H 1.296 -1.600 -1.811 -0.4519
H 1.879 0.077 -1.292 0.4496
H -1.424 0.270 0.787 0.3884
H -0.564 -1.404 -2.897 -0.6651
H -0.083 -3.212 -1.506 0.3274
H -1.762 -3.717 -1.985 0.2997
H -4.019 -3.488 0.151 0.2953
H -4.460 -4.406 2.686 0.2541
H -1.386 -5.778 5.251 0.3082
H -2.194 -4.104 5.567 0.2580
H -3.338 -5.526 5.094 0.2965
H 0.321 -4.612 3.426 0.2270
H 0.796 -3.717 0.899 0.2351
H -5.217 1.160 -1.847 0.3083
H -4.702 0.893 -3.488 0.1575
H -2.008 4.031 -2.972 0.2961
H -4.158 2.386 -0.403 0.2722
H -2.634 2.024 0.660 -0.0175
H -1.982 4.600 -0.883 -0.0059
H -3.804 4.660 -0.544 0.5066
H -3.025 5.802 2.661 0.3019
H -4.393 5.591 1.379 0.3254
H -2.227 7.703 1.523 0.3084
H -3.248 7.280 -0.103 0.2355
H -1.490 6.499 0.249 0.0900
H 1.435 1.799 -2.439 -0.1142
H 0.502 0.527 -3.378 0.1167
H -0.696 2.603 -4.805 0.1369
H -0.463 2.209 0.652 0.1308
H 1.160 1.750 -0.105 0.3966
H -0.003 4.211 -1.700 0.2114
H 0.183 4.424 0.149 0.0691
H 2.757 3.248 -1.503 0.2647
H 2.408 5.119 -1.052 0.4047
C 1.965 5.216 3.799 -0.3563
C 1.762 6.645 3.327 -0.2554
O 0.987 7.437 4.222 -0.4470
C 1.512 7.610 5.537 0.0278
C 2.864 8.303 5.562 -1.1533
H 1.002 4.739 4.006 0.2250
H 2.490 4.633 3.038 -0.1910
H 2.553 5.175 4.718 0.3380
H 1.218 6.626 2.377 0.2054
H 2.722 7.131 3.124 0.3072
H 1.547 6.650 6.061 -0.0094
H 0.790 8.231 6.077 0.3779
H 3.637 7.693 5.087 0.2617
H 3.177 8.489 6.594 0.4169
H 2.820 9.256 5.028 0.2935
C 2.646 -4.710 -5.158 -1.3761
C 1.878 -3.484 -4.698 0.2497
O 2.710 -2.453 -4.173 -0.4470
C 3.680 -1.903 -5.062 -0.3522
C 3.072 -1.250 -6.291 -0.9770
H 3.278 -5.093 -4.350 0.3541
H 1.957 -5.499 -5.469 0.3136
H 3.300 -4.483 -6.002 0.3508
H 1.199 -3.778 -3.891 0.0910
H 1.249 -3.090 -5.503 0.2558
H 4.416 -2.665 -5.339 0.3324
H 4.223 -1.142 -4.493 0.3723
H 2.569 -1.981 -6.929 0.2876
H 3.851 -0.769 -6.892 0.4294
H 2.333 -0.497 -6.005 0.1317
C 3.349 -9.795 -5.205 -0.9396
C 2.076 -10.508 -4.785 -0.3217
O 1.367 -9.843 -3.744 -0.4446
C 0.910 -8.522 -4.026 -0.1175
C -0.064 -8.456 -5.191 -1.0316
H 3.997 -9.624 -4.340 0.2780
H 3.895 -10.389 -5.942 0.3859
H 3.137 -8.821 -5.650 0.1982
H 2.340 -11.498 -4.399 0.3335
H 1.418 -10.676 -5.644 0.2861
H 1.761 -7.851 -4.181 0.1585
H 0.400 -8.172 -3.123 0.2951
H 0.414 -8.738 -6.132 0.2684
H -0.449 -7.438 -5.308 0.3013
H -0.906 -9.136 -5.031 0.3623
C -0.828 4.155 7.305 -0.8888
C 0.236 3.083 7.455 -0.3463
O 1.431 3.547 8.076 -0.4276
C 1.304 4.053 9.404 -0.2944
C 0.788 3.024 10.396 -1.0514
H -0.426 5.024 6.775 0.0955
H -1.685 3.770 6.748 0.3743
H -1.188 4.505 8.275 0.3349
H 0.520 2.730 6.458 0.3187
H -0.157 2.213 7.991 0.3350
H 0.684 4.955 9.408 0.2792
H 2.306 4.365 9.712 0.3487
H -0.238 2.724 10.167 0.2579
H 0.793 3.437 11.409 0.3912
H 1.407 2.124 10.378 0.2815

# 2
138
Properties=species:S:1:pos:R:3:mulliken_charge:R:1 method="wB97M-V/def2-TZVPD" e_tot_ev=-72891.33343 smiles="CC1(C)CCCC(C)(C)N1O.CC1(C)CCCC(C)(C)N1O.CC1(C)CCCC(C)(C)N1O.O=C1CCCO1.O=C1CCCO1.O=C1CCCO1.O=C1CCCO1" lumo_energy_ha=0.012 gap_ev=8.48 spin_multiplicity=1 fmax_ev_per_a=5.27
C -2.065 3.772 -0.872 -2.4008
C -2.605 3.019 -2.107 2.0960
C -1.639 1.824 -2.373 -0.5701
C -2.297 0.690 -3.085 -0.7363
C -3.546 0.180 -2.334 -0.7372
C -4.570 1.304 -2.220 0.9978
N -3.908 2.489 -1.667 0.9812
O -4.907 3.462 -1.416 -0.5543
C -5.272 1.528 -3.575 -1.8330
C -5.682 0.782 -1.298 -1.5077
C -2.701 3.965 -3.301 -2.3155
H -1.035 4.120 -0.960 0.5582
H -2.135 3.218 0.064 0.2141
H -2.733 4.625 -0.749 0.5044
H -0.827 2.094 -3.049 0.7042
H -1.237 1.537 -1.402 -0.4787
H -1.446 0.041 -3.291 0.1886
H -2.527 0.969 -4.113 0.3790
H -3.273 -0.239 -1.366 0.0585
H -3.907 -0.617 -2.985 0.6247
H -4.528 1.989 -4.225 0.3373
H -5.538 0.517 -3.884 0.4112
H -6.092 2.245 -3.519 0.4436
H -6.594 1.358 -1.454 0.3891
H -5.802 -0.261 -1.593 0.3740
H -5.280 0.770 -0.285 0.1318
H -3.553 4.644 -3.284 0.4098
H -2.756 3.517 -4.294 0.3602
H -1.892 4.695 -3.285 0.5002
H -4.522 3.975 -0.701 0.3923
C 0.363 -2.667 -2.119 -1.5471
C 0.124 -3.682 -3.228 1.9669
C 0.630 -5.127 -2.933 -1.5342
C -0.174 -5.896 -1.854 -0.3766
C -1.570 -6.094 -2.391 -1.2519
C -2.164 -4.708 -2.833 1.9276
N -1.280 -3.928 -3.638 0.4035
O -1.890 -2.852 -4.256 -0.4944
C -3.370 -5.179 -3.605 -2.1584
C -2.620 -3.912 -1.582 -0.6917
C 0.995 -3.295 -4.495 -2.0347
H 0.464 -1.666 -2.538 0.3799
H 1.275 -2.971 -1.606 0.3766
H -0.287 -2.646 -1.245 0.1435
H 0.741 -5.686 -3.862 0.4388
H 1.682 -5.038 -2.662 0.5382
H -0.134 -5.275 -0.959 0.0786
H 0.315 -6.859 -1.701 0.4345
H -2.140 -6.547 -1.579 0.4026
H -1.604 -6.781 -3.236 0.4305
H -4.011 -5.976 -3.230 0.3643
H -4.068 -4.346 -3.683 0.3766
H -3.002 -5.475 -4.587 0.5308
H -3.578 -4.241 -1.179 0.6633
H -1.786 -4.004 -0.886 -0.5731
H -2.690 -2.851 -1.819 -0.0737
H 1.109 -4.138 -5.177 0.4290
H 1.978 -2.994 -4.134 0.3912
H 0.549 -2.481 -5.066 0.3710
H -2.000 -2.347 -3.447 0.0828
C 6.881 0.196 3.915 -1.7608
C 6.857 -0.458 2.554 1.4614
C 5.383 -0.920 2.280 -0.6783
C 5.023 -1.321 0.876 -0.6159
C 5.406 -0.194 -0.107 -1.1139
C 6.886 0.259 0.094 1.8779
N 7.234 0.506 1.504 0.5036
O 8.461 1.229 1.731 -0.5079
C 7.892 -0.620 -0.676 -1.7331
C 6.882 1.673 -0.522 -2.1700
C 7.719 -1.779 2.492 -1.7629
H 7.814 0.459 4.414 0.3437
H 6.458 -0.589 4.541 0.4007
H 6.218 1.061 3.911 0.3943
H 5.086 -1.834 2.794 0.3956
H 4.649 -0.169 2.569 -0.1236
H 3.946 -1.449 0.768 0.3466
H 5.416 -2.275 0.526 0.3634
H 4.637 0.573 -0.007 0.0755
H 5.271 -0.586 -1.115 0.4239
H 8.182 -0.340 -1.689 0.3702
H 8.818 -0.893 -0.170 0.3187
H 7.450 -1.607 -0.815 0.3808
H 6.774 1.567 -1.601 0.4768
H 6.106 2.315 -0.105 0.3922
H 7.807 2.248 -0.570 0.4970
H 7.400 -2.509 3.236 0.4165
H 8.789 -1.606 2.612 0.3487
H 7.505 -2.373 1.603 0.3785
H 8.150 2.123 1.892 0.3360
O -5.471 3.488 3.030 -0.6534
C -4.403 2.869 3.294 0.4851
O -3.337 3.393 4.050 -0.3679
C -2.185 2.533 4.122 -0.0221
C -2.759 1.183 3.730 -0.1117
C -4.050 1.437 2.995 0.1573
H -1.822 2.500 5.149 0.3262
H -1.457 2.826 3.365 -0.0557
H -3.061 0.768 4.692 0.2294
H -2.060 0.474 3.286 -0.0712
H -4.892 0.774 3.195 0.4636
H -3.907 1.372 1.916 -0.4424
O 1.137 4.978 2.221 -0.6465
C 0.099 5.638 2.189 0.6390
O -0.309 6.280 1.033 -0.3522
C -1.587 6.885 1.098 -0.3780
C -2.068 6.301 2.364 0.0219
C -0.887 5.957 3.261 -0.4675
H -2.158 6.533 0.239 0.1486
H -1.320 7.941 1.134 0.3147
H -2.542 5.358 2.091 -0.2597
H -2.724 7.059 2.793 0.4875
H -1.035 5.188 4.019 0.2008
H -0.670 6.883 3.795 0.3383
O -1.881 -1.986 5.194 -0.6334
C -2.266 -2.439 4.150 0.5015
O -3.468 -2.398 3.702 -0.3827
C -3.528 -2.920 2.351 -0.3035
C -2.425 -3.925 2.280 0.2694
C -1.409 -3.312 3.170 -0.0541
H -3.353 -2.021 1.761 0.0263
H -4.464 -3.356 2.001 0.4565
H -2.010 -3.906 1.272 -0.4516
H -2.901 -4.852 2.601 0.4243
H -0.844 -2.567 2.611 -0.2354
H -0.783 -4.090 3.607 0.4438
O -0.355 -0.953 1.142 -0.5164
C 0.458 -0.036 1.224 0.5622
O 0.838 0.463 2.414 -0.4023
C 1.662 1.587 2.219 -0.3394
C 1.422 2.089 0.800 -0.0202
C 1.129 0.738 0.094 0.2838
H 2.708 1.398 2.461 -0.1475
H 1.321 2.327 2.944 0.4418
H 2.310 2.464 0.291 0.4866
H 0.577 2.777 0.784 -0.3556
H 2.091 0.260 -0.092 -0.0109
H 0.548 0.805 -0.825 0.0196